(1)
{"formula": "C4H7NO2", "method": "wB97M-V/def2-TZVPD", "species": ["O", "C", "C", "C", "C", "O", "N", "H", "H", "H", "H", "H", "H", "H"], "xyz": [[1.665, -1.407, 1.369], [1.320, -1.359, 0.221], [0.182, -0.510, -0.325], [-0.032, 0.711, 0.585], [-1.175, 1.525, 0.043], [-2.334, 1.260, 0.187], [0.327, -0.254, -1.720], [1.928, -1.914, -0.526], [-0.660, -1.199, -0.120], [0.892, 1.270, 0.740], [-0.260, 0.260, 1.541], [-0.849, 2.326, -0.656], [0.111, 0.645, -2.117], [0.094, -0.966, -2.391]], "fmax_ha_per_bohr": 0.026, "gap_ev": 10.2, "smiles": "N[C@@H](C=O)CC=O", "e_lumo_ha": 0.02850}


(2)
{"formula": "C16H42BBr6N2O8V2", "method": "wB97M-V/def2-TZVPD", "species": ["O", "V", "O", "O", "V", "O", "O", "C", "C", "O", "H", "H", "H", "H", "B", "H", "H", "H", "H", "Br", "C", "C", "Br", "H", "H", "H", "H", "Br", "C", "C", "Br", "H", "H", "H", "H", "Br", "C", "C", "Br", "H", "H", "H", "H", "C", "C", "C", "O", "C", "N", "H", "H", "H", "H", "H", "H", "H", "H", "H", "H", "H", "C", "C", "C", "O", "C", "N", "H", "H", "H", "H", "H", "H", "H", "H", "H", "H", "H"], "xyz": [[4.639, -2.753, -3.373], [3.682, -2.178, -2.214], [4.619, -2.212, -0.882], [0.284, 3.711, -2.551], [1.520, 3.335, -3.496], [1.202, 3.844, -4.962], [4.377, 5.069, -2.303], [5.407, 4.323, -1.604], [5.754, 2.867, -2.161], [4.675, 1.980, -2.373], [5.122, 4.250, -0.555], [6.365, 4.843, -1.581], [6.537, 2.405, -1.559], [6.249, 2.982, -3.125], [0.289, -0.868, -3.432], [0.448, 0.113, -3.850], [0.673, -0.881, -2.423], [-0.765, -1.096, -3.475], [0.767, -1.628, -4.031], [-3.627, 3.001, 0.777], [-3.735, 1.069, 0.343], [-5.119, 0.483, 0.563], [-6.381, 1.632, -0.446], [-3.050, 0.544, 1.009], [-3.421, 0.875, -0.682], [-5.452, 0.404, 1.598], [-5.051, -0.502, 0.101], [-3.426, -5.635, -3.348], [-2.272, -5.119, -4.882], [-2.568, -6.067, -6.073], [-1.687, -5.325, -7.667], [-1.231, -5.087, -4.560], [-2.561, -4.108, -5.169], [-3.651, -6.125, -6.187], [-2.090, -7.019, -5.844], [-3.445, 3.450, -7.327], [-4.103, 1.889, -6.311], [-5.436, 1.510, -6.844], [-6.087, -0.077, -5.842], [-4.077, 2.226, -5.275], [-3.384, 1.082, -6.459], [-5.368, 1.237, -7.897], [-6.154, 2.330, -6.804], [4.172, 0.611, 3.847], [2.993, 1.657, 3.765], [3.526, 3.071, 3.992], [4.160, 3.152, 5.200], [5.117, 4.234, 5.263], [2.310, 1.466, 2.443], [4.945, 0.876, 3.125], [3.815, -0.400, 3.653], [4.694, 0.612, 4.804], [2.216, 1.431, 4.495], [2.784, 3.843, 3.789], [4.238, 3.203, 3.177], [5.501, 4.233, 6.283], [4.644, 5.186, 5.026], [6.052, 4.101, 4.718], [1.634, 2.210, 2.345], [3.059, 1.697, 1.807], [-1.896, -4.549, 3.753], [-1.597, -3.074, 3.500], [-1.880, -2.151, 4.669], [-3.253, -2.098, 4.978], [-3.595, -1.266, 6.116], [-0.214, -2.956, 2.929], [-1.838, -5.129, 2.831], [-2.957, -4.687, 3.962], [-1.241, -4.986, 4.507], [-2.291, -2.853, 2.689], [-1.513, -1.174, 4.353], [-1.357, -2.632, 5.495], [-3.381, -1.602, 7.130], [-4.682, -1.253, 6.196], [-3.161, -0.266, 6.142], [0.568, -3.301, 3.467], [-0.039, -1.982, 2.727]], "fmax_ha_per_bohr": 0.095, "gap_ev": 3.0, "e_lumo_ha": -0.04802, "total_charge": -1}


(3)
{"formula": "C5H8N2O2S", "method": "wB97M-V/def2-TZVPD", "species": ["C", "C", "C", "C", "C", "N", "N", "O", "O", "S", "H", "H", "H", "H", "H", "H", "H", "H"], "xyz": [[1.069, -0.567, -0.040], [0.074, 1.410, -0.503], [0.515, -1.336, -1.251], [-0.873, 0.361, 0.053], [-2.367, 1.050, 0.784], [-0.047, -0.486, 0.861], [2.236, -1.138, 0.497], [1.286, 0.824, -0.508], [-0.155, 2.519, -0.878], [-1.181, -0.683, -1.422], [1.087, -1.143, -2.155], [0.477, -2.399, -1.029], [-2.113, 2.059, 1.067], [-2.604, 0.407, 1.619], [-3.112, 1.006, 0.005], [0.174, -0.100, 1.773], [2.978, -1.146, -0.194], [2.556, -0.638, 1.319]], "fmax_ha_per_bohr": 0.086, "gap_ev": 9.7, "smiles": "C[C@@]12N[C@@](N)(CS1)OC2=O", "e_lumo_ha": 0.02492}


(4)
{"formula": "C5H6O", "method": "wB97M-V/def2-TZVPD", "species": ["O", "C", "C", "C", "C", "C", "H", "H", "H", "H", "H", "H"], "xyz": [[0.417, -1.376, -2.262], [0.768, -0.265, -1.944], [0.520, 0.347, -0.588], [-0.363, -0.529, 0.309], [-0.633, 0.070, 1.615], [-1.037, 0.621, 2.606], [1.325, 0.378, -2.661], [0.095, 1.350, -0.726], [1.508, 0.519, -0.133], [-1.360, -0.669, -0.119], [0.066, -1.534, 0.377], [-1.305, 1.088, 3.525]], "fmax_ha_per_bohr": 0.011, "gap_ev": 10.8, "smiles": "C#CCCC=O", "e_lumo_ha": 0.03334}


(5)
{"formula": "C25H15Cl2CoN5O6Se", "method": "wB97M-V/def2-TZVPD", "species": ["Co", "Cl", "C", "C", "C", "N", "C", "O", "C", "C", "C", "C", "C", "N", "C", "C", "C", "Cl", "N", "C", "O", "C", "C", "C", "C", "C", "N", "H", "H", "H", "H", "H", "H", "H", "H", "H", "H", "N", "C", "C", "C", "C", "C", "C", "C", "H", "H", "H", "H", "H", "O", "Se", "O", "O", "O"], "xyz": [[0.646, -0.347, -0.269], [4.403, -5.240, -3.309], [3.950, -3.762, -2.502], [2.689, -3.673, -1.932], [2.274, -2.499, -1.304], [1.020, -2.303, -0.739], [0.292, -3.379, -0.378], [0.623, -4.561, -0.537], [-1.016, -3.155, 0.344], [-1.550, -4.225, 1.052], [-2.773, -4.080, 1.679], [-3.437, -2.875, 1.555], [-2.820, -1.861, 0.843], [-1.640, -1.986, 0.251], [3.164, -1.401, -1.242], [4.436, -1.517, -1.804], [4.821, -2.690, -2.436], [6.409, -2.779, -3.152], [2.654, -0.261, -0.647], [3.441, 0.736, -0.228], [4.676, 0.809, -0.276], [2.676, 1.892, 0.348], [3.337, 2.846, 1.107], [2.625, 3.933, 1.582], [1.289, 4.046, 1.242], [0.720, 3.044, 0.473], [1.385, 1.983, 0.041], [2.021, -4.517, -1.972], [-0.980, -5.142, 1.103], [-3.205, -4.889, 2.255], [-4.400, -2.703, 2.015], [-3.312, -0.904, 0.754], [5.121, -0.689, -1.746], [4.389, 2.704, 1.310], [3.103, 4.685, 2.199], [0.682, 4.873, 1.584], [-0.318, 3.119, 0.184], [-0.536, 0.597, -1.487], [-1.471, 1.261, -1.363], [-2.620, 2.082, -1.144], [-3.435, 2.512, -2.193], [-4.538, 3.303, -1.926], [-4.836, 3.676, -0.621], [-4.028, 3.246, 0.424], [-2.926, 2.449, 0.176], [-3.202, 2.217, -3.208], [-5.172, 3.631, -2.740], [-5.702, 4.295, -0.421], [-4.247, 3.520, 1.448], [-2.308, 2.111, 1.003], [0.285, -0.115, 4.296], [-0.484, 0.378, 2.970], [-2.022, -0.145, 2.904], [0.307, -0.251, 1.628], [-0.464, 2.001, 2.806]], "fmax_ha_per_bohr": 0.059, "multiplicity": 2, "gap_ev": [6.0, 6.0], "e_lumo_ha": [0.14498, 0.14499], "total_charge": -2}


(6)
{"formula": "C3H10N2S", "method": "wB97M-V/def2-TZVPD", "species": ["C", "C", "S", "H", "H", "H", "H", "H", "N", "C", "N", "H", "H", "H", "H", "H"], "xyz": [[-1.652, -1.149, 0.734], [-0.495, -0.861, 1.721], [1.151, -1.677, 1.096], [-1.243, -0.969, -0.336], [-2.101, -2.151, 0.699], [-2.466, -0.629, 1.077], [-0.197, 0.144, 1.963], [-0.785, -1.403, 2.588], [0.327, 2.041, -0.780], [1.355, 1.229, -1.437], [1.433, -0.054, -1.306], [-0.599, 1.712, -0.602], [0.403, 3.094, -0.866], [2.079, 1.792, -2.043], [1.663, -0.414, -2.241], [1.129, -0.704, -0.267]], "fmax_ha_per_bohr": 0.080, "gap_ev": 7.2, "e_lumo_ha": 0.00525}


(7)
{"formula": "C25H45N4O2S2Y", "method": "wB97M-V/def2-TZVPD", "species": ["Y", "C", "C", "C", "C", "C", "C", "C", "C", "C", "C", "C", "C", "H", "H", "H", "H", "H", "H", "H", "H", "H", "H", "H", "H", "H", "H", "H", "H", "H", "H", "C", "C", "C", "C", "N", "N", "H", "H", "H", "H", "H", "H", "H", "H", "H", "H", "H", "H", "C", "C", "C", "O", "H", "H", "H", "H", "H", "H", "C", "N", "C", "C", "N", "C", "H", "H", "H", "H", "H", "H", "C", "O", "C", "S", "S", "H", "H", "H"], "xyz": [[0.386, 0.385, -0.630], [-2.346, 2.890, -0.556], [-1.476, 2.233, 0.493], [-2.087, 1.358, 1.402], [-3.485, 0.861, 1.123], [-1.458, 1.049, 2.620], [-2.278, 0.334, 3.670], [-0.149, 1.493, 2.860], [0.573, 1.165, 4.147], [0.516, 2.271, 1.895], [1.903, 2.811, 2.176], [-0.151, 2.663, 0.718], [0.454, 3.720, -0.189], [-3.084, 3.514, -0.044], [-2.904, 2.181, -1.164], [-1.789, 3.534, -1.229], [-4.237, 1.590, 1.443], [-3.698, -0.072, 1.642], [-3.643, 0.699, 0.057], [-2.371, -0.737, 3.470], [-3.289, 0.738, 3.694], [-1.872, 0.450, 4.669], [0.790, 2.071, 4.718], [1.533, 0.683, 3.943], [0.008, 0.504, 4.793], [1.857, 3.885, 2.379], [2.575, 2.664, 1.333], [2.366, 2.343, 3.039], [-0.052, 4.672, -0.021], [0.345, 3.490, -1.250], [1.507, 3.880, 0.017], [-2.944, -3.846, -0.568], [-2.311, -3.249, -1.830], [-3.348, -3.143, -2.941], [-1.134, -4.098, -2.295], [-1.838, -1.854, -1.624], [-0.993, -1.686, -0.468], [-3.449, -4.782, -0.811], [-3.696, -3.172, -0.143], [-2.202, -4.081, 0.200], [-3.723, -4.134, -3.199], [-2.907, -2.699, -3.836], [-4.203, -2.534, -2.630], [-1.483, -5.099, -2.550], [-0.372, -4.222, -1.515], [-0.661, -3.655, -3.172], [-2.648, -1.260, -1.484], [-0.292, -2.420, -0.532], [-1.515, -1.894, 0.382], [2.776, -1.911, 2.576], [1.327, -1.682, 2.305], [0.331, -2.405, 3.152], [0.959, -0.926, 1.412], [3.015, -2.956, 2.351], [2.984, -1.777, 3.641], [3.406, -1.252, 1.985], [0.631, -3.445, 3.293], [-0.667, -2.348, 2.727], [0.321, -1.947, 4.146], [5.989, 2.337, -1.203], [4.816, 1.470, -1.039], [4.836, 0.104, -0.863], [3.542, -0.273, -0.721], [2.728, 0.846, -0.786], [3.541, 1.871, -0.983], [6.738, 1.814, -1.789], [6.405, 2.599, -0.234], [5.698, 3.241, -1.730], [5.751, -0.467, -0.872], [3.147, -1.270, -0.608], [3.242, 2.898, -1.127], [-1.320, 0.734, -5.689], [-0.347, -0.081, -4.983], [-0.101, 0.118, -3.726], [-0.923, 1.313, -2.808], [1.087, -0.854, -3.022], [-1.327, 0.349, -6.701], [-1.008, 1.776, -5.676], [-2.298, 0.628, -5.228]], "fmax_ha_per_bohr": 0.014, "gap_ev": 8.6, "e_lumo_ha": -0.19685, "total_charge": 2}


(8)
{"formula": "C16H35NOP2SiTc", "method": "wB97M-V/def2-TZVPD", "species": ["Tc", "H", "H", "P", "P", "C", "H", "H", "H", "C", "H", "H", "H", "C", "H", "H", "H", "C", "H", "H", "H", "C", "H", "H", "H", "C", "H", "H", "H", "C", "O", "H", "C", "Si", "C", "C", "N", "C", "C", "C", "C", "C", "C", "H", "H", "H", "H", "H", "H", "H", "H", "H", "H", "H", "H", "H", "H"], "xyz": [[-1.264, -0.528, 0.787], [0.136, 0.498, 1.080], [3.575, 0.001, -0.368], [-1.451, 1.531, -0.052], [2.289, -0.785, -0.393], [1.413, -2.532, -0.648], [2.128, -3.348, -0.818], [0.843, -2.721, 0.275], [0.716, -2.465, -1.494], [2.873, -0.964, -2.220], [3.427, -0.062, -2.507], [3.501, -1.848, -2.381], [1.951, -1.020, -2.818], [3.192, -1.668, 1.039], [2.434, -1.848, 1.819], [3.660, -2.610, 0.726], [3.947, -0.982, 1.426], [-0.667, 2.103, -1.595], [-1.158, 3.004, -1.982], [0.392, 2.319, -1.398], [-0.722, 1.306, -2.346], [-3.255, 1.663, -0.364], [-3.773, 1.308, 0.539], [-3.522, 2.709, -0.563], [-3.536, 1.024, -1.212], [-1.183, 2.970, 1.030], [-0.124, 3.248, 1.003], [-1.799, 3.823, 0.720], [-1.440, 2.676, 2.053], [-2.375, -1.436, -0.459], [-3.076, -1.951, -1.255], [-0.351, -0.487, -0.538], [-1.497, -4.464, 0.853], [-1.455, -3.443, 2.408], [-3.153, -2.976, 2.998], [-0.557, -4.502, 3.656], [-0.563, -1.899, 2.226], [-0.073, -1.258, 3.366], [-0.700, -0.085, 3.848], [-0.299, 0.474, 5.063], [0.757, -0.095, 5.783], [1.441, -1.212, 5.275], [1.043, -1.786, 4.072], [-2.226, -5.269, 1.034], [-0.528, -4.943, 0.662], [-1.817, -3.917, -0.042], [-3.714, -3.892, 3.229], [-3.095, -2.366, 3.910], [-3.705, -2.408, 2.236], [0.441, -4.783, 3.294], [-0.444, -4.008, 4.628], [-1.132, -5.427, 3.806], [-1.528, 0.352, 3.264], [-0.825, 1.351, 5.440], [1.049, 0.337, 6.741], [2.279, -1.643, 5.823], [1.562, -2.653, 3.660]], "fmax_ha_per_bohr": 0.130, "multiplicity": 4, "gap_ev": [5.2, 4.7], "e_lumo_ha": [-0.34584, -0.35147], "total_charge": 2}


Results for total energy: -361.8104 -18702.6959 -853.5004 -269.2788 -6391.5315 -627.9029 -2183.4743 -1812.8400 (in Eh, following the order of the records).